[1]
{
  "formula": "C40H40Br79N3O6",
  "method": "wB97M-V/def2-TZVPD",
  "symbols": ["C", "C", "O", "N", "C", "C", "C", "C", "C", "O", "Br", "C", "O", "C", "C", "C", "N", "C", "C", "O", "N", "O", "C", "O", "H", "H", "H", "H", "H", "H", "H", "H", "H", "H", "H", "H", "H", "H", "C", "Br", "Br", "Br", "H", "C", "Br", "Br", "Br", "H", "C", "Br", "Br", "Br", "H", "C", "Br", "Br", "Br", "H", "C", "Br", "Br", "Br", "H", "C", "Br", "Br", "Br", "H", "C", "Br", "Br", "Br", "H", "C", "Br", "Br", "Br", "H", "C", "Br", "Br", "Br", "H", "C", "Br", "Br", "Br", "H", "C", "Br", "Br", "Br", "H", "C", "Br", "Br", "Br", "H", "C", "Br", "Br", "Br", "H", "C", "Br", "Br", "Br", "H", "C", "Br", "Br", "Br", "H", "C", "Br", "Br", "Br", "H", "C", "Br", "Br", "Br", "H", "C", "Br", "Br", "Br", "H", "C", "Br", "Br", "Br", "H", "C", "Br", "Br", "Br", "H", "C", "Br", "Br", "Br", "H", "C", "Br", "Br", "Br", "H", "C", "Br", "Br", "Br", "H", "C", "Br", "Br", "Br", "H", "C", "Br", "Br", "Br", "H", "C", "Br", "Br", "Br", "H"],
  "coordinates": [[0.18697, 1.63779, 0.57425], [0.40782, 1.77229, -0.90563], [0.29930, 2.84583, -1.46613], [0.68522, 0.62104, -1.66337], [1.39689, -0.47957, -0.96092], [1.37092, 0.99992, -2.85612], [1.00891, 0.59612, -4.07631], [-0.16308, -0.27519, -4.41806], [-0.26451, -1.54511, -3.61963], [-0.90444, -1.71622, -2.63651], [0.77257, -3.04073, -4.34571], [1.79460, 1.05205, -5.26044], [1.60628, 0.55820, -6.35837], [2.79581, 2.14603, -5.11426], [3.35289, 2.73071, -6.38167], [4.77257, 2.23591, -6.59222], [5.09376, 1.02258, -6.77617], [3.15079, 2.54798, -3.88339], [4.12922, 3.65894, -3.64375], [3.58074, 4.94059, -4.01498], [2.34963, 5.12909, -3.32610], [1.64380, 5.82239, -3.92870], [2.57096, 1.88493, -2.69020], [3.08535, 2.02321, -1.59708], [-0.71182, 1.05111, 0.75193], [0.05739, 2.64602, 0.94153], [1.03808, 1.20666, 1.09029], [0.69951, -1.06798, -0.37501], [2.21827, -0.10281, -0.35959], [1.82273, -1.13559, -1.71461], [-1.10827, 0.25437, -4.30929], [-0.08175, -0.55571, -5.46369], [3.30215, 3.81449, -6.35661], [2.77594, 2.34629, -7.22054], [5.59096, 2.95294, -6.59060], [4.26766, 0.41595, -6.76645], [5.02243, 3.54654, -4.24680], [4.42178, 3.69645, -2.59861], [1.12239, 1.10573, 4.70162], [1.06338, 1.31668, 6.61361], [0.01410, -0.36527, 4.14851], [0.67227, 2.76579, 3.83533], [2.13943, 0.86345, 4.43207], [-2.92946, 4.93396, 5.36936], [-3.17937, 3.79524, 6.89903], [-1.15925, 5.68563, 5.33262], [-3.34995, 4.01976, 3.73298], [-3.62610, 5.75307, 5.46363], [-0.62263, -6.19009, 1.39088], [-2.44357, -6.70532, 1.06276], [-0.55517, -4.62329, 2.50405], [0.41109, -7.63036, 2.13346], [-0.18249, -5.93037, 0.44045], [1.26236, 8.93447, 7.30652], [-0.60957, 8.92010, 7.75008], [2.25424, 10.12075, 8.45110], [1.99814, 7.15577, 7.30177], [1.35545, 9.31504, 6.30087], [4.38677, -3.19373, -8.54980], [3.39842, -3.01730, -6.90773], [3.48616, -2.30940, -10.00044], [6.19862, -2.58515, -8.36809], [4.42156, -4.24617, -8.79152], [-3.93849, -1.03002, 0.88598], [-5.75063, -1.54811, 0.48616], [-3.87021, 0.52109, 2.01726], [-2.91401, -2.47656, 1.62544], [-3.47638, -0.75948, -0.05268], [2.32134, 1.82563, -11.28231], [3.31695, 1.64515, -9.64425], [2.63597, 0.36154, -12.49521], [0.44602, 2.07449, -10.94346], [2.67563, 2.72059, -11.77572], [-2.13434, -4.15193, 6.70871], [-0.35959, -3.87124, 6.02162], [-3.00397, -2.48149, 7.09401], [-3.17671, -5.25208, 5.52607], [-2.03150, -4.68879, 7.64129], [5.73134, 2.84164, -12.40916], [6.38602, 4.28992, -11.31914], [4.96082, 3.50516, -14.05008], [7.07617, 1.51536, -12.72898], [4.94104, 2.35925, -11.85421], [0.99926, -7.47442, 6.22946], [0.75300, -6.78793, 8.01518], [2.64244, -8.45404, 6.07487], [-0.51151, -8.50624, 5.65280], [1.07296, -6.62157, 5.56788], [-0.14693, 13.73764, 8.79881], [-0.43585, 12.61614, 10.33527], [1.66552, 14.37963, 8.71919], [-0.65464, 12.84486, 7.17509], [-0.78781, 14.59945, 8.90569], [2.45450, 0.22537, 10.43380], [3.09661, -0.36712, 12.14890], [1.54146, -1.17944, 9.49681], [1.36191, 1.80119, 10.58248], [3.32040, 0.49346, 9.84698], [-3.50259, -9.35818, 8.49038], [-2.96230, -7.57876, 8.98227], [-4.15286, -9.43947, 6.68258], [-2.09246, -10.63048, 8.79426], [-4.32481, -9.62855, 9.13513], [-5.83324, -8.04619, -1.27526], [-5.01144, -9.75830, -0.97507], [-5.89016, -6.98588, 0.32962], [-4.99172, -7.08399, -2.70545], [-6.85708, -8.22589, -1.57007], [-4.16518, 10.20654, 5.16156], [-3.30720, 8.50309, 5.42659], [-4.25426, 11.21894, 6.79452], [-3.29774, 11.18773, 3.75636], [-5.17887, 10.01308, 4.84502], [3.23323, -2.39058, 15.45090], [2.82572, -1.77148, 17.22530], [4.93509, -3.28369, 15.38219], [1.82529, -3.49111, 14.74304], [3.30482, -1.51802, 14.81979], [4.13469, -5.00346, 7.50843], [4.60293, -3.21710, 8.03462], [3.54196, -5.06200, 5.67949], [5.56471, -6.24581, 7.83303], [3.29743, -5.30906, 8.11959], [-6.66199, 3.21843, -0.35575], [-5.48836, 4.71012, -0.04824], [-5.85217, 1.89184, -1.48816], [-7.28111, 2.45770, 1.30269], [-7.53112, 3.59320, -0.87679], [-9.26440, -5.66766, 1.84944], [-10.27422, -5.74814, 3.48398], [-10.39758, -5.83439, 0.30179], [-8.17809, -4.08328, 1.75908], [-8.59582, -6.51495, 1.84224], [1.16988, -5.05260, -11.40192], [1.08531, -5.22837, -9.49083], [2.74011, -5.90299, -12.11742], [-0.43510, -5.69056, -12.24720], [1.25196, -3.99762, -11.61940], [7.48978, 5.85650, -14.21265], [8.00352, 7.32229, -13.07835], [6.59760, 6.46550, -15.80389], [8.98463, 4.72086, -14.62738], [6.77958, 5.26088, -13.65891], [-10.60366, 4.48878, 0.84525], [-10.81948, 6.24699, 1.59181], [-12.05353, 3.32417, 1.32823], [-10.36204, 4.55904, -1.06580], [-9.70089, 4.06859, 1.26457], [-8.25340, -5.37114, -5.26963], [-7.03250, -3.90687, -5.01285], [-7.53040, -6.69567, -6.46181], [-8.77953, -6.14586, -3.59057], [-9.14333, -4.97171, -5.73166], [9.90520, -0.75855, -14.47723], [9.17495, -1.53136, -12.87393], [8.52884, -0.37983, -15.76702], [10.93843, 0.81076, -14.07315], [10.56748, -1.48613, -14.92112], [-0.08197, 9.22976, 2.04436], [-0.03837, 9.48961, 3.94969], [-1.31465, 7.83396, 1.56740], [-0.46692, 10.87303, 1.11935], [0.90286, 8.91143, 1.73818], [-1.11478, -13.95995, 11.36203], [-1.39938, -14.96372, 12.97771], [0.69050, -13.30508, 11.24329], [-1.60640, -14.97337, 9.80221], [-1.76507, -13.09864, 11.40135]]
}

[2]
{
  "formula": "C23H21F12N2O10P2Tc",
  "method": "wB97M-V/def2-TZVPD",
  "de_lowest_kcal_mol": 0.0,
  "total_charge": 2,
  "symbols": ["Tc", "C", "C", "C", "C", "C", "N", "C", "C", "C", "C", "C", "C", "C", "C", "O", "C", "F", "F", "F", "C", "F", "F", "F", "C", "C", "C", "O", "C", "F", "F", "F", "C", "F", "F", "F", "H", "H", "H", "H", "H", "H", "H", "H", "H", "H", "H", "H", "O", "P", "O", "O", "O", "P", "O", "O", "O", "H", "H", "C", "N", "C", "C", "O", "H", "H", "H", "H", "H", "H", "H"],
  "coordinates": [[-0.60149, -0.66237, 0.59036], [-2.15628, 6.58844, 2.39079], [-1.41402, 5.49503, 1.71660], [-0.45360, 5.78531, 0.73241], [0.19772, 4.76217, 0.11406], [-0.07419, 3.39244, 0.45926], [0.31208, 2.36613, -0.26112], [0.68140, 2.45437, -1.55745], [0.24197, 3.48385, -2.42290], [0.72748, 3.59306, -3.70551], [1.66961, 2.68208, -4.17826], [2.26524, 2.80430, -5.53768], [2.02660, 1.58612, -3.36480], [1.51124, 1.41621, -2.10324], [1.83207, 0.18813, -1.24986], [0.67851, -0.15915, -0.54456], [2.18455, -1.09936, -2.06601], [3.28918, -0.99489, -2.79599], [2.33669, -2.12083, -1.23266], [1.15688, -1.37280, -2.88656], [2.96448, 0.48414, -0.20408], [4.14505, 0.46249, -0.81296], [2.94290, -0.40555, 0.77183], [2.79062, 1.70069, 0.32682], [-0.86925, 3.11662, 1.64178], [-1.58631, 4.16400, 2.16043], [-0.80535, 1.79772, 2.42801], [-0.25176, 0.65109, 1.85454], [-2.17716, 1.38782, 3.06278], [-3.13820, 1.42469, 2.12499], [-2.54996, 2.18896, 4.06350], [-2.11586, 0.15179, 3.54203], [0.24409, 2.08143, 3.57835], [-0.08045, 3.15722, 4.29907], [0.34025, 1.03935, 4.38542], [1.42639, 2.30490, 3.00157], [-2.27704, 7.45358, 1.74150], [-1.57708, 6.91272, 3.26334], [-3.12634, 6.25307, 2.75370], [-0.22977, 6.81545, 0.48896], [0.98412, 4.95933, -0.60197], [-0.54277, 4.14940, -2.08792], [0.37078, 4.38228, -4.35416], [1.84707, 3.64199, -6.08983], [2.11049, 1.88783, -6.11005], [3.34526, 2.94764, -5.45281], [2.71562, 0.86968, -3.77992], [-2.25585, 4.01885, 2.99331], [-3.20160, -3.26947, 2.78493], [-2.45441, -3.10663, 1.43813], [-3.20879, -3.39787, 0.23409], [-1.96457, -1.54174, 1.39619], [-1.04764, -3.82022, 1.63520], [0.30501, -3.31392, 0.88602], [-0.38319, -2.66263, -0.47242], [1.28737, -4.35006, 0.72998], [0.57772, -1.92370, 1.53843], [-2.68227, -3.39019, 3.59479], [-0.74151, -3.25784, -1.14946], [-4.63965, -0.31289, -0.44978], [-3.88053, 0.26823, -1.56467], [-4.58988, 0.47763, -2.82769], [-2.63292, 0.59806, -1.43188], [-1.98152, 0.51384, -0.34796], [-5.59107, -0.66506, -0.83594], [-4.81231, 0.44407, 0.31362], [-4.09886, -1.15850, -0.03481], [-4.92524, -0.48322, -3.21381], [-3.93042, 0.95054, -3.55130], [-5.45349, 1.11661, -2.65260], [-2.14343, 1.01846, -2.31438]]
}

[3]
{
  "formula": "CH3BrOS",
  "method": "wB97M-V/def2-TZVPD",
  "de_lowest_kcal_mol": 11.0,
  "symbols": ["C", "O", "S", "Br", "H", "H", "H"],
  "coordinates": [[-0.76532, -0.24057, -0.13982], [0.88001, 1.64310, 0.44081], [0.84923, 0.49788, -0.49932], [2.50417, -0.95117, 0.24514], [-1.09937, -0.94024, -0.88076], [-1.41473, 0.74573, 0.09280], [-0.95398, -0.75473, 0.74115]]
}

[4]
{
  "formula": "C28H42N2P",
  "method": "wB97M-V/def2-TZVPD",
  "de_lowest_kcal_mol": 0.0,
  "total_charge": 1,
  "symbols": ["C", "C", "C", "P", "C", "C", "C", "C", "C", "C", "H", "H", "H", "H", "H", "H", "H", "H", "H", "H", "H", "H", "H", "H", "H", "H", "H", "H", "H", "H", "H", "C", "N", "C", "C", "C", "C", "C", "C", "C", "C", "C", "C", "C", "C", "N", "C", "C", "C", "C", "C", "C", "H", "H", "H", "H", "H", "H", "H", "H", "H", "H", "H", "H", "H", "H", "H", "H", "H", "H", "H", "H", "H"],
  "coordinates": [[-2.10751, 1.31198, -3.94585], [-1.26000, 1.69733, -2.72356], [0.22111, 1.43397, -2.98727], [-1.91692, 1.04721, -1.08884], [-3.50968, 2.07405, -0.97233], [-3.47485, 3.44417, -1.65907], [-3.90776, 2.22003, 0.49432], [-2.81895, -0.54338, -1.60303], [-3.53406, -1.20751, -0.40792], [-1.90022, -1.51946, -2.34898], [-1.88132, 2.02226, -4.75700], [-1.84968, 0.30752, -4.30499], [-3.18980, 1.35612, -3.75790], [-1.33487, 2.78770, -2.58103], [0.54780, 2.04173, -3.84308], [0.84269, 1.69198, -2.12335], [0.42078, 0.39011, -3.25107], [-4.28001, 1.47284, -1.48052], [-4.45657, 3.92792, -1.54484], [-2.72455, 4.10085, -1.19607], [-3.27720, 3.37019, -2.73216], [-4.90608, 2.67349, 0.56652], [-3.93721, 1.26388, 1.02403], [-3.21638, 2.88737, 1.02275], [-3.60707, -0.22565, -2.30666], [-3.52974, -2.30007, -0.53458], [-3.05026, -0.98692, 0.55486], [-4.58791, -0.88470, -0.34611], [-1.79679, -2.45653, -1.78601], [-2.31737, -1.76699, -3.33758], [-0.88954, -1.11644, -2.50046], [6.26017, -0.36350, -2.17168], [4.93459, -0.90179, -2.36630], [4.68374, -1.99082, -3.29323], [3.18494, -2.31100, -3.07770], [2.73000, -1.34732, -2.04096], [3.81649, -0.51197, -1.70058], [3.67310, 0.55776, -0.80454], [2.43969, 0.75006, -0.20604], [1.34652, -0.14516, -0.44220], [0.11705, -0.08570, 0.33799], [0.21992, -0.10763, 1.77188], [-0.97135, -0.18660, 2.56560], [-0.90210, -0.54742, 3.89560], [0.36197, -0.66945, 4.51940], [0.22229, -0.86013, 5.85587], [1.29508, -0.76213, 6.81074], [-1.17087, -0.87282, 6.26626], [-1.94654, -0.79065, 4.93267], [1.55803, -0.54635, 3.79685], [1.47527, -0.29911, 2.44044], [1.52448, -1.19914, -1.38082], [6.41010, -0.06423, -1.12433], [6.99368, -1.13725, -2.43408], [6.45305, 0.51838, -2.80476], [4.90164, -1.67261, -4.32689], [5.33319, -2.85093, -3.06779], [2.65316, -2.18830, -4.02759], [3.05700, -3.35097, -2.76185], [4.52920, 1.19501, -0.59058], [2.30749, 1.56134, 0.51146], [-0.76341, -0.63695, -0.05203], [-1.94138, 0.01527, 2.10920], [2.24947, -0.96639, 6.31640], [1.34877, 0.24084, 7.26441], [1.13257, -1.49444, 7.60858], [-1.39207, -1.79048, 6.82628], [-1.39457, -0.02104, 6.92816], [-2.69681, 0.00256, 4.94548], [-2.46545, -1.74037, 4.77108], [2.52301, -0.67262, 4.28690], [2.40286, -0.33070, 1.87515], [0.73595, -1.94026, -1.50464]]
}

Results for max |F|: 1.297; 0.593; 2.907; 2.853 (in eV/A, following the order of the records).
Results for frontier orbital gap: 8.17; 6.09; 9.14; 5.92 (in eV, following the order of the records).
Results for highest occupied orbital energy: -10.077; -14.942; -9.884; -9.812 (in eV, following the order of the records).